(1)
Here is C33H48N4P2Tl as an isolated structure from the Open Molecules 2025 dataset. Energies are from wB97M-V/def2-TZVPD.

Positions of all 88 atoms, in Å:
Tl (-0.29067, 1.21387, 0.58306)
C (-1.71181, 3.35020, 2.53009)
C (-2.76551, 2.42792, 2.62234)
C (-2.18615, 1.22416, 3.04254)
C (-0.80974, 1.39104, 3.26218)
C (-0.49205, 2.71890, 2.87347)
H (-1.79318, 4.44941, 2.43852)
H (-3.78363, 2.60516, 2.24348)
H (-2.65070, 0.25759, 3.18449)
H (-0.02276, 0.68545, 3.59171)
H (0.35255, 3.29694, 3.00675)
C (3.35267, 1.85298, 2.77606)
C (3.70735, 2.67440, 1.58529)
C (5.22772, 2.80724, 1.45694)
P (2.73494, 2.05400, 0.12420)
C (3.38118, 3.26738, -1.14015)
C (2.79819, 3.03500, -2.54088)
C (2.99047, 4.73417, -0.75681)
C (3.50024, 0.48006, -0.39109)
C (4.84282, 0.36834, -0.79646)
C (5.39092, -0.81056, -1.11049)
C (6.80591, -0.80386, -1.56928)
C (4.60100, -1.94554, -1.23951)
C (3.27599, -1.84267, -0.92747)
C (2.66537, -0.68139, -0.35583)
N (1.52251, -0.79292, 0.30753)
C (0.63869, -1.82098, 0.01456)
C (0.17130, -2.04746, -1.27855)
C (0.39427, -1.12832, -2.50381)
C (-0.75031, -3.08925, -1.52642)
C (-1.27792, -3.80618, -0.47714)
C (-2.17874, -5.05491, -0.72855)
C (-0.90480, -3.45097, 0.84375)
C (0.05578, -2.52212, 1.08620)
C (0.35408, -2.14773, 2.51556)
H (3.84532, 2.28774, 3.67436)
H (3.56433, 0.75763, 2.68061)
H (2.26993, 1.93900, 2.90408)
H (3.26013, 3.69535, 1.82221)
H (5.63675, 1.76224, 1.72658)
H (5.59750, 3.41547, 2.29236)
H (5.72703, 3.04068, 0.52842)
H (4.45745, 3.21464, -1.22071)
H (1.68996, 2.84023, -2.48965)
H (3.31736, 2.10955, -2.96064)
H (3.00168, 3.95030, -3.10315)
H (1.90529, 4.78474, -0.49352)
H (3.21160, 5.37428, -1.56573)
H (3.61178, 5.06499, 0.09202)
H (5.51346, 1.19461, -0.77592)
H (7.05670, -0.02938, -2.24393)
H (7.08099, -1.70154, -2.20080)
H (7.48993, -0.83196, -0.70159)
H (5.02830, -2.87384, -1.54228)
H (2.65685, -2.76364, -1.03836)
H (1.09732, -0.31905, -2.37046)
H (-0.53222, -0.63572, -2.87169)
H (0.77608, -1.68871, -3.36884)
H (-1.07404, -3.29031, -2.55862)
H (-2.49765, -5.04816, -1.73848)
H (-3.04451, -5.09238, -0.09609)
H (-1.66580, -5.96144, -0.55789)
H (-1.39100, -3.97775, 1.61770)
H (-0.03000, -2.90864, 3.20089)
H (-0.22681, -1.31712, 2.82248)
H (1.39833, -1.96136, 2.85173)
C (-5.85763, -1.86204, 0.44858)
N (-5.16979, -0.62125, 0.75923)
C (-5.83291, 0.52249, 0.11621)
N (-6.08443, 0.32035, -1.30233)
C (-6.68996, -0.99761, -1.49406)
N (-5.99681, -2.18308, -0.92696)
C (-4.62043, -2.33712, -1.52076)
P (-3.55035, -0.87247, -1.50553)
C (-3.73841, -0.59515, 0.34854)
C (-4.80714, 0.41608, -2.06155)
H (-6.87772, -1.84238, 0.83524)
H (-5.44136, -2.68860, 0.95547)
H (-5.21051, 1.38827, 0.18160)
H (-6.71373, 0.69088, 0.72024)
H (-6.81373, -1.12260, -2.55262)
H (-7.64320, -0.99307, -1.03257)
H (-4.75743, -2.70978, -2.56935)
H (-4.05569, -3.14903, -0.99880)
H (-3.33169, 0.27557, 0.81532)
H (-3.25915, -1.42223, 0.84807)
H (-5.01400, 0.36668, -3.17171)
H (-4.41195, 1.43631, -1.95364)

Cartesian forces, eV/Å:
-0.3 0.0 -0.3
0.3 1.0 0.1
0.0 0.2 -0.7
-0.1 -1.3 0.4
1.4 0.1 -0.2
-2.4 -0.1 0.2
-0.1 -0.8 -0.4
0.5 -0.2 0.6
-0.4 0.1 0.0
-0.9 0.3 -0.1
2.0 0.7 0.4
-0.4 -0.8 1.2
-0.2 1.5 -0.6
0.7 -2.4 1.6
0.6 0.3 -0.4
-1.2 1.0 -0.2
0.1 -1.7 0.3
-0.1 -1.6 1.7
-0.6 0.5 0.3
-1.6 0.7 1.1
1.4 -0.9 -1.6
1.3 -2.5 0.1
-0.9 0.8 0.5
-0.7 -1.7 -0.3
1.5 -0.6 -0.1
-1.0 0.9 0.4
0.3 0.7 -0.2
-1.1 0.1 -1.7
0.1 -0.2 -0.1
0.3 0.3 0.2
-0.5 -1.2 0.5
0.7 2.0 0.5
-0.5 -0.8 -2.1
0.5 0.6 0.7
0.7 -1.0 0.8
-0.3 -0.5 -0.3
0.2 0.9 0.0
0.0 -0.1 0.3
0.5 -1.0 -0.6
-0.4 1.3 -0.5
0.0 0.3 -0.4
-0.3 0.5 -0.3
0.4 -0.1 0.1
1.0 0.2 -0.2
-0.9 1.3 0.1
-0.1 -0.4 -0.5
0.8 0.1 -0.2
0.1 0.8 -1.0
-0.5 0.0 -0.1
0.1 0.9 -0.1
0.2 1.4 -0.3
-0.5 0.5 0.9
0.0 0.3 -0.4
0.2 -0.6 -0.3
0.5 0.9 0.2
0.3 0.1 0.4
0.2 -0.5 0.6
0.0 -0.1 0.2
0.2 0.1 0.5
-0.4 0.0 -1.1
-0.6 0.2 0.4
0.9 -1.0 0.2
-0.3 -0.5 1.1
0.1 -0.4 -0.2
-0.4 1.3 0.0
-0.5 -0.1 -0.9
-0.8 0.5 0.9
0.7 0.5 -0.1
0.1 -1.0 0.3
0.1 -0.4 -0.3
0.9 -0.2 -0.6
1.1 0.8 -1.5
-1.1 -1.3 -0.7
0.9 1.3 0.1
-1.4 -1.1 -0.1
-0.5 0.0 -0.5
-0.2 0.5 0.3
1.1 -0.9 0.7
0.5 0.6 0.4
-0.8 0.2 -0.4
-0.1 -0.3 -0.7
-1.1 0.1 0.5
0.2 0.4 0.7
-0.6 0.6 -0.2
0.6 0.8 -0.3
0.4 -0.5 0.1
0.1 -0.4 1.1
0.1 -0.3 0.3

Calculated values
Energy relative to the best compared isomer or geometry (same formula, charge and spin) (kcal per mole): 16.69
Frontier orbital gap (eV): 6.27
LUMO level (eV): 2.562
Electronic energy (a.u.): -2360.4300
Net charge: -1


(2)
Here is a 5-piece molecular cluster, C47H47N5O13 overall from the Open Molecules 2025 dataset. Energies are from wB97M-V/def2-TZVPD.

Positions of all 112 atoms, in Å:
C (4.51214, -5.66923, -0.17990)
C (3.77471, -6.85054, 0.49238)
O (2.70849, -6.45249, 1.34407)
C (3.14374, -5.63547, 2.41145)
C (2.71922, -4.13555, 2.16892)
O (1.73726, -4.11614, 1.13884)
C (1.37671, -2.85979, 0.72645)
C (1.11163, -1.86647, 1.66087)
C (0.71948, -0.65673, 1.18300)
C (0.60247, -0.37446, -0.16322)
C (0.86389, -1.35473, -1.09642)
C (0.76407, -1.13068, -2.58559)
C (2.19369, -0.87486, -3.21601)
C (3.27101, -0.54213, -2.18312)
C (4.58903, -0.09618, -2.86762)
O (5.33447, 0.75674, -1.98557)
C (5.56829, 0.11286, -0.74826)
C (1.23803, -2.60278, -0.61829)
N (1.47689, -3.66844, -1.56560)
C (0.15243, 1.01058, -0.56238)
O (0.65281, 1.62558, -1.48997)
C (-0.94156, 1.56526, 0.31593)
C (-1.99360, 2.26955, -0.19983)
C (-2.96438, 2.69837, 0.67782)
C (-2.86903, 2.42542, 2.01717)
C (-1.79642, 1.72218, 2.51665)
C (-0.81923, 1.28308, 1.65854)
C (0.36556, 0.47672, 2.11272)
O (0.98908, 0.73959, 3.12889)
H (3.85017, -4.81518, -0.33215)
H (5.31069, -5.33949, 0.49102)
H (4.91223, -5.97418, -1.14846)
H (4.49240, -7.42965, 1.08850)
H (3.33106, -7.46572, -0.29245)
H (4.22886, -5.69872, 2.54386)
H (2.63923, -5.99161, 3.31317)
H (2.30278, -3.80013, 3.12315)
H (3.58452, -3.52352, 1.89171)
H (1.20809, -2.03366, 2.72425)
H (0.39461, -2.06748, -3.00415)
H (0.10364, -0.29941, -2.81923)
H (2.46856, -1.80299, -3.72401)
H (2.05212, -0.05456, -3.92425)
H (3.52344, -1.43740, -1.60922)
H (2.97763, 0.28012, -1.52662)
H (4.36790, 0.44528, -3.78967)
H (5.22643, -0.96662, -3.08521)
H (4.73993, 0.30644, -0.05124)
H (6.47128, 0.50580, -0.27680)
H (5.65024, -0.97525, -0.87169)
H (0.81886, -4.40756, -1.33496)
H (2.40736, -4.05126, -1.45795)
H (-2.08276, 2.47224, -1.26035)
H (-3.84303, 3.23585, 0.33731)
H (-3.64887, 2.73862, 2.70883)
H (-1.69969, 1.46702, 3.56793)
C (3.53296, 3.80947, -4.76280)
C (3.49380, 4.45883, -5.99014)
C (4.67268, 4.77158, -6.64761)
C (5.87924, 4.42456, -6.06578)
C (5.93470, 3.78428, -4.84049)
C (4.75210, 3.47634, -4.18667)
N (7.13086, 4.73378, -6.77244)
O (7.04944, 5.31327, -7.83699)
O (8.17259, 4.38893, -6.25277)
H (2.61011, 3.56066, -4.25311)
H (2.54322, 4.71878, -6.43627)
H (4.64089, 5.27647, -7.60210)
H (6.88188, 3.52175, -4.39204)
H (4.77869, 2.97202, -3.22859)
C (-8.24602, -0.94545, 3.12268)
C (-7.61061, -1.15066, 4.34341)
C (-6.68190, -0.23325, 4.80739)
C (-6.40236, 0.88633, 4.04082)
C (-7.02041, 1.10134, 2.82066)
C (-7.94682, 0.17591, 2.36212)
N (-5.43680, 1.87088, 4.53877)
O (-4.89201, 1.64945, 5.59985)
O (-5.23280, 2.86096, 3.85647)
H (-8.98014, -1.65842, 2.74935)
H (-7.84295, -2.02639, 4.93479)
H (-6.18995, -0.39487, 5.75567)
H (-6.79166, 1.97478, 2.22729)
H (-8.43690, 0.33376, 1.42424)
C (1.76246, 3.79421, 3.10334)
C (1.74978, 4.13416, 4.44899)
C (2.03073, 5.43372, 4.83989)
C (2.31785, 6.38021, 3.87179)
C (2.34120, 6.05579, 2.52688)
C (2.06187, 4.75349, 2.14379)
N (2.59292, 7.76459, 4.28103)
O (2.58418, 8.01461, 5.46972)
O (2.81029, 8.57964, 3.40696)
H (1.53707, 2.78106, 2.80436)
H (1.51729, 3.38454, 5.19357)
H (2.02034, 5.69644, 5.88770)
H (2.57082, 6.80121, 1.77935)
H (2.07354, 4.48587, 1.09520)
C (-7.06359, -4.96498, -2.69604)
C (-6.94593, -3.59369, -2.88121)
C (-7.45625, -2.71975, -1.93552)
C (-8.07648, -3.23476, -0.81068)
C (-8.20758, -4.59846, -0.61517)
C (-7.69717, -5.46625, -1.56652)
N (-8.59722, -2.31265, 0.20417)
O (-8.48477, -1.11921, -0.00045)
O (-9.10773, -2.79184, 1.19928)
H (-6.65918, -5.64549, -3.43422)
H (-6.45334, -3.20577, -3.76233)
H (-7.36386, -1.65332, -2.08119)
H (-8.69758, -4.99015, 0.26433)
H (-7.79001, -6.53448, -1.42603)

Cartesian forces, eV/Å:
-0.1 -0.2 0.6
-0.1 0.5 -0.4
0.6 -0.2 0.0
-0.8 0.6 -0.5
0.2 -1.1 0.4
0.2 0.4 -0.3
0.0 -0.1 1.3
0.4 -0.5 0.1
-0.5 1.6 0.9
-0.3 0.7 -0.6
-0.2 0.1 -0.6
0.9 -0.4 0.1
-0.9 -0.2 0.7
0.8 0.1 -1.1
-0.3 -0.1 0.9
0.0 -0.2 -0.4
-0.3 0.1 0.4
0.3 -1.0 -1.0
-0.5 0.3 0.1
0.3 0.1 -0.2
-0.6 -0.4 0.5
1.5 -0.7 -1.2
-0.4 0.4 -0.4
-0.8 0.4 -0.3
-0.5 0.1 1.1
0.4 -0.3 0.9
0.4 -0.3 0.3
0.2 0.1 0.5
-0.6 -0.6 -0.6
-0.1 -0.2 0.0
0.1 0.1 -0.4
0.2 0.1 0.2
0.0 -0.2 -0.3
0.0 -0.2 0.3
-0.1 0.0 0.1
0.1 0.0 -0.1
0.1 0.3 -0.2
-0.2 0.1 0.0
0.0 0.0 0.0
-0.2 0.3 -0.1
0.0 -0.1 0.1
0.1 0.3 -0.2
0.4 -0.1 -0.1
-0.4 0.2 0.3
-0.2 -0.2 0.0
0.3 0.2 0.1
-0.2 0.1 -0.2
0.1 -0.1 -0.1
0.0 0.0 -0.3
0.2 0.1 0.0
0.3 -0.2 -0.2
-0.1 -0.1 0.1
0.2 0.0 0.0
0.1 0.0 -0.2
0.3 0.0 -0.4
-0.2 0.2 0.0
0.0 0.0 0.0
0.0 -0.1 0.1
-0.2 0.1 -0.2
-0.3 -0.1 0.1
0.1 -0.1 0.2
-0.1 0.0 0.0
0.1 0.0 0.0
0.0 0.0 0.0
0.0 0.0 0.0
0.0 0.0 0.0
0.0 0.0 0.0
0.2 0.0 0.0
0.1 0.1 -0.1
0.1 0.0 0.0
-0.2 -0.1 0.2
0.0 0.1 -0.2
0.0 -0.2 0.2
-0.2 -0.2 -0.1
0.0 0.0 -0.1
0.2 0.3 0.6
0.0 0.0 0.1
0.0 0.0 0.0
-0.3 0.0 0.2
0.3 0.5 0.4
0.0 0.0 0.0
0.1 0.1 0.0
0.1 0.0 0.1
-0.1 0.2 0.0
0.0 0.1 -0.1
0.0 0.0 -0.1
0.0 -0.1 0.2
-0.1 -0.3 -0.1
0.0 0.1 -0.3
0.0 0.0 0.2
0.0 0.1 0.0
0.0 0.0 0.0
0.0 0.0 0.0
0.0 0.1 0.1
0.0 0.0 0.0
0.0 0.2 -0.1
0.0 0.1 0.1
0.0 0.0 0.0
0.0 0.0 0.0
0.0 -0.1 0.0
0.1 0.2 -0.1
0.2 -0.2 -0.2
-0.1 -0.2 0.2
0.1 0.1 -0.1
0.0 0.0 -0.1
-0.2 -0.5 -0.5
-0.2 -0.4 -0.6
0.0 0.0 0.0
0.0 0.0 0.0
-0.1 0.0 0.1
0.0 0.1 0.0
0.0 0.0 0.0

Calculated values
Frontier orbital gap (eV): 8.19
LUMO level (eV): -1.128
SMILES: CCOCCOc1cc2c(c(CCCCOC)c1N)C(=O)c1ccccc1C2=O.O=[N+]([O-])c1ccccc1.O=[N+]([O-])c1ccccc1.O=[N+]([O-])c1ccccc1.O=[N+]([O-])c1ccccc1
Electronic energy (a.u.): -3070.6550
Net charge: 0